The following is a quantum chemistry calculation of a structure of composition C5H8N4, from OMol25.

Last column: natural (NBO) charge in e.
CARTESIAN COORDINATES (ANGSTROEM)
1 C 0.2617 -0.6455 0.0881  0.0925
2 H 1.2729 -1.7285 1.5826  0.3528
3 N 0.8271 2.0964 0.0662  -0.4743
4 H 0.5695 -0.4829 2.0804  0.3598
5 H 2.0384 -1.5331 -0.6412  0.2212
6 H -0.2400 3.8882 -0.0446  0.1970
7 H 0.6814 -1.0127 -1.8886  0.2259
8 H -1.7939 -0.9066 0.6615  0.2214
9 H -1.7227 -0.7413 -1.0716  0.2052
10 N -1.4464 2.1590 -0.2556  -0.2821
11 C -1.2216 -0.4841 -0.1721  -0.2017
12 N 0.3467 -1.2824 1.4995  -0.8106
13 C 0.3014 0.8942 -0.0607  0.3072
14 C -0.2990 2.8159 -0.0388  0.1384
15 H 0.5053 -2.4843 -0.7956  0.2230
16 N -1.0132 0.9081 -0.1228  -0.1581
17 C 0.9321 -1.4604 -0.8868  -0.6177

Atomic forces in eV per Å
0.0 -0.7 2.3
-0.5 -0.3 -0.5
0.4 -0.9 0.0
-0.6 0.3 0.6
-1.2 0.2 -0.8
-0.3 0.2 0.0
0.8 -0.8 0.7
0.0 0.3 -0.1
0.1 -0.8 -1.2
-0.6 0.8 1.0
-2.5 -1.0 1.0
1.7 1.3 -1.2
0.5 -1.4 1.9
-0.8 1.1 -0.9
0.4 0.5 -0.4
1.1 2.6 -0.9
1.5 -1.4 -1.5

Computed properties:
calculated total energy: -414.2607 Eh
Kohn-Sham gap: 0.3835 Eh
HOMO level: -9.6 eV
spin multiplicity: 1

***

The following is a quantum chemistry calculation of a cluster of 2 separate species, C3H8N4O in total, from OMol25.

Last column: natural (NBO) charge in e.
CARTESIAN COORDINATES (ANGSTROEM)
1 C -1.3146 0.3373 -0.1907  0.4034
2 C 1.1641 -0.9341 0.4358  0.2787
3 N 2.1870 -0.1924 0.7479  -0.2808
4 H 2.4448 0.7248 -1.3294  0.3932
5 C -2.0389 -0.9221 -0.1655  -0.6879
6 H -1.7797 -1.6467 0.7191  0.2381
7 N -1.9809 1.3073 0.3639  -0.7394
8 H 0.3026 -1.3134 1.6547  0.2107
9 H -1.7936 -1.6761 -0.9142  0.2268
10 H -3.1687 -0.7797 -0.3605  0.2660
11 H -1.5327 2.2116 0.7345  0.3400
12 N -0.0053 0.5427 -0.4717  -0.3458
13 N 2.7281 0.6601 -0.3229  -0.7264
14 O 0.7164 -0.5703 -0.8100  -0.3757
15 H 0.3100 1.3799 0.0296  0.4070
16 H 3.7616 0.8712 -0.1208  0.3923

Atomic forces in eV per Å
-1.3 3.4 2.7
1.0 1.6 3.6
0.9 -0.5 -1.4
0.1 -1.0 1.6
-1.6 -3.8 -0.7
-0.8 2.1 -0.8
0.0 0.7 0.5
2.7 0.9 -4.3
0.5 0.5 -0.8
1.9 0.0 1.1
-0.2 -1.9 -1.4
-2.6 1.1 -1.8
1.6 -0.1 1.9
-1.1 -1.3 0.5
1.3 -0.9 -0.4
-2.6 -0.6 -0.4

Computed properties:
calculated total energy: -413.1048 Eh
Kohn-Sham gap: 0.3270 Eh
HOMO level: -8.8 eV
spin multiplicity: 1

***

The following is a quantum chemistry calculation of a cluster of 2 separate species, C3H10N4 in total, from OMol25.

Last column: natural (NBO) charge in e.
CARTESIAN COORDINATES (ANGSTROEM)
1 C -0.7103 -1.5121 -1.8695  -0.0549
2 H -1.5107 -3.2261 -2.8030  0.4505
3 C 0.0944 0.8163 0.3419  0.3583
4 H 0.8551 2.4869 0.7660  0.4380
5 C 0.3219 -0.8201 -1.4592  0.0948
6 H 1.3620 0.2948 1.9696  0.4834
7 H 0.0780 -2.6411 -3.3070  0.4240
8 H -1.4957 -1.5845 -1.1138  0.3030
9 H -0.7401 1.9030 2.5419  0.3833
10 H -0.1731 -0.5304 1.9923  0.4677
11 N 0.1488 1.5098 2.7244  -0.6368
12 N 0.3238 0.4043 1.7846  -0.4660
13 H 0.0762 1.2247 3.7084  0.4291
14 H 0.6387 2.2789 -0.9505  0.4683
15 H 0.9555 -0.0014 -1.5107  0.2173
16 N -0.8065 -2.5316 -2.7937  -0.6985
17 N 0.5818 1.9286 -0.0218  -0.6613

Atomic forces in eV per Å
-1.5 -3.7 -0.4
-0.7 -0.4 0.1
-0.1 -3.1 -1.7
0.9 1.4 0.1
-0.2 0.8 1.2
-1.0 -0.8 -0.9
-1.2 -0.6 -0.1
-0.3 0.6 -0.1
-1.3 0.7 -0.3
0.6 1.7 -0.4
-0.1 0.2 0.2
0.9 0.0 1.2
0.6 -0.5 -0.3
-0.3 0.3 -1.0
1.1 0.5 -1.0
2.9 3.3 0.6
-0.2 -0.4 2.9

Computed properties:
calculated total energy: -338.4482 Eh
Kohn-Sham gap: 0.2923 Eh
total charge: +2
HOMO level: -17.5 eV
spin multiplicity: 1

***

The following is a quantum chemistry calculation of the molecule C3HN3O2, from OMol25.

Last column: natural (NBO) charge in e.
CARTESIAN COORDINATES (ANGSTROEM)
1 C -0.1143 -0.6019 0.0660  -0.1055
2 N -0.1266 -1.0118 1.4111  -0.1686
3 O -0.0860 0.6624 -1.6915  -0.2605
4 N 0.6082 1.3710 -0.7711  -0.0929
5 O 0.5357 1.0414 1.5688  -0.3020
6 H -1.2817 -1.2394 -1.9692  0.2707
7 N 0.2642 -0.1597 2.2718  0.1763
8 C 0.5713 0.6342 0.3187  0.3754
9 C -0.3708 -0.6964 -1.2046  0.1070

Atomic forces in eV per Å
2.9 1.6 5.9
-0.5 -2.0 2.6
0.8 -3.1 -0.3
-0.3 0.3 1.1
2.0 -0.1 0.5
3.5 1.5 2.7
-1.7 -1.8 -2.9
-2.1 2.2 -4.0
-4.6 1.4 -5.5

Computed properties:
structure (SMILES): c1onc2onnc12
calculated total energy: -429.4420 Eh
Kohn-Sham gap: 0.3452 Eh
HOMO level: -10.4 eV
spin multiplicity: 1

***

The following is a quantum chemistry calculation of a structure of composition C26H44Br2N8PReSe3Te, from OMol25.

Last column: Mulliken spin population.
CARTESIAN COORDINATES (ANGSTROEM)
1 C 2.8985 0.6731 -0.8576  -0.0456
2 C -2.1089 2.8094 -0.0803  -0.0002
3 H -3.9557 -2.7298 1.5521  -0.0001
4 Re -0.2074 -2.7581 -1.9876  1.9225
5 H 4.3706 -0.6077 -0.0124  -0.0004
6 C -3.2895 -5.3775 -0.4739  -0.0163
7 H -5.3748 -4.6927 2.0098  -0.0009
8 C -0.6812 0.1488 -2.8058  0.0065
9 Se -0.0136 -2.9808 -4.3325  0.0021
10 H -1.9475 3.8899 -1.9529  0.0000
11 H 2.8098 0.3823 4.4623  0.0002
12 H -4.2904 2.2155 -4.3816  0.0000
13 C 1.4935 -4.1831 0.4591  -0.0108
14 H -0.8743 1.1237 4.4884  0.0000
15 H 1.9945 -0.9024 2.5305  0.0013
16 H 1.8055 2.4012 3.8371  -0.0001
17 H 5.1715 3.0415 1.0298  0.0001
18 H -0.1829 5.1149 0.1848  0.0000
19 H 0.2863 2.8553 3.0948  0.0000
20 H 4.0444 3.1411 -0.3083  0.0000
21 N -1.8431 -3.5352 -0.9227  0.0286
22 C 0.8115 2.0291 3.5577  0.0001
23 H 0.5210 2.5942 -1.3784  0.0003
24 C 1.2802 -0.3951 3.1815  0.0026
25 H 3.8592 1.2017 2.0413  0.0001
26 Br 0.6641 -1.8873 0.2846  0.0197
27 C -0.2837 4.4713 -0.6924  0.0001
28 H 5.7601 1.7804 -1.2086  0.0001
29 C -3.9340 -4.6567 0.5484  0.0190
30 P 0.8606 1.0307 0.9487  0.0087
31 H 0.0805 5.0464 -1.5453  0.0000
32 H -2.4003 4.9019 -0.5984  0.0000
33 H -4.4212 -0.0496 -3.4291  0.0005
34 H 2.8839 2.6526 1.8247  -0.0003
35 N -1.3313 -0.9972 -2.5096  -0.0449
36 Te -0.8627 -3.6875 -7.9500  0.7493
37 H -1.9576 1.9029 -0.6713  0.0002
38 H -3.1724 -1.9442 -2.5498  -0.0027
39 C -1.2091 2.7145 1.1400  0.0000
40 N 0.2118 2.5439 0.7388  -0.0031
41 C -3.3559 0.0489 -3.2535  -0.0015
42 H 2.2012 -1.1899 4.9387  0.0001
43 C -2.6583 -1.0137 -2.7453  0.0028
44 H -1.3069 3.6225 1.7446  0.0000
45 N 2.4356 1.0954 0.4681  0.0018
46 C -2.4641 -2.8294 0.0525  0.0138
47 H -2.8111 3.0690 -4.4910  0.0000
48 H -1.4937 1.8725 1.7705  0.0006
49 H -5.2246 -6.1499 1.1101  -0.0007
50 H -3.5848 -6.3912 -0.7132  -0.0006
51 C 1.8992 -0.2130 4.5594  0.0006
52 Se 1.2361 -4.8868 -4.8303  0.0015
53 C 5.2733 1.3517 -0.3314  0.0002
54 Br 1.2301 -4.7195 -1.3854  0.0223
55 C 0.0857 1.5429 4.8020  0.0001
56 H -2.0936 -1.8259 0.2329  0.0096
57 H 2.8302 1.4919 -1.5899  -0.0015
58 N 0.9145 0.9129 2.5977  -0.0021
59 H 0.2637 -0.2756 5.9781  0.0000
60 H 1.4860 0.9240 6.3467  0.0000
61 C -2.6741 1.2275 -3.5899  -0.0030
62 H 1.6478 3.5573 -0.4195  -0.0001
63 Se 0.5177 -5.4484 -7.0360  0.2209
64 C 4.3400 0.1963 -0.7522  -0.0018
65 H -0.1296 2.3860 5.4603  0.0000
66 H 0.3830 0.1600 -2.6205  -0.0204
67 N -4.9351 -5.2013 1.2642  0.0140
68 H 6.0674 0.9685 0.3127  -0.0001
69 C -1.2944 1.2493 -3.3484  0.0120
70 C -1.7557 4.0707 -0.8934  0.0000
71 H 0.8995 -4.8938 1.0381  0.0018
72 N -3.3270 2.2960 -4.1116  0.0002
73 H -0.6991 2.1219 -3.5937  0.0017
74 C -2.2694 -4.7952 -1.1690  0.0162
75 H 0.3979 -1.0406 3.2576  0.0008
76 H 4.6550 -0.2315 -1.7053  0.0008
77 H 2.2581 -0.1320 -1.2080  0.0451
78 C 0.6049 3.2521 -0.5011  -0.0003
79 C 0.9236 0.4707 5.5292  -0.0002
80 C -3.4948 -3.3408 0.7863  -0.0011
81 N 0.0151 -0.0476 0.1628  0.0211
82 C 4.4971 2.4505 0.4082  0.0001
83 H -3.1561 2.8288 0.2304  -0.0001
84 H -1.7599 -5.3288 -1.9579  0.0074
85 H 2.5538 -4.3525 0.6413  0.0017
86 C 3.4057 1.8588 1.2884  -0.0003

Atomic forces in eV per Å
0.1 0.1 0.1
0.0 0.1 0.0
0.0 0.0 0.0
-0.3 -0.1 -0.3
0.0 0.0 0.0
-0.1 -0.1 0.0
0.0 0.0 0.0
-0.1 -0.2 0.0
-0.1 0.2 0.0
0.0 0.0 0.0
0.0 0.0 0.0
0.0 0.0 0.0
-0.1 0.1 0.5
0.0 0.0 0.0
0.0 0.0 -0.1
0.0 0.0 0.0
0.0 0.0 0.0
0.0 0.0 0.0
0.0 0.0 0.0
0.0 0.0 0.0
0.1 0.0 0.2
0.1 -0.3 -0.1
0.0 0.0 0.0
-0.1 0.2 0.0
0.0 0.0 0.0
0.3 0.0 0.1
-0.1 0.0 0.0
0.0 0.0 0.0
-0.1 0.0 0.0
-0.2 -0.1 0.1
0.0 0.0 0.0
0.0 0.0 0.0
0.1 0.0 0.0
0.0 0.0 0.0
-0.1 0.3 -0.1
0.1 -0.1 0.1
0.0 0.0 0.0
0.0 0.0 0.1
0.3 0.0 -0.1
-0.3 0.2 -0.2
-0.1 0.0 0.0
0.0 0.0 0.0
0.2 -0.1 0.0
0.0 0.0 0.0
0.3 0.2 -0.1
0.1 0.0 -0.2
0.0 0.0 0.0
0.0 0.0 0.0
0.0 0.0 0.0
0.0 0.0 0.0
-0.1 0.0 0.1
0.1 0.0 0.0
-0.1 0.0 0.0
0.1 -0.3 -0.5
0.1 -0.1 0.0
0.0 0.0 -0.1
0.0 0.0 0.0
0.0 0.0 0.4
0.0 0.0 0.0
0.0 0.0 0.0
-0.1 0.1 0.0
0.0 0.0 0.0
-0.1 0.1 -0.1
0.0 0.1 0.0
0.0 0.0 0.0
0.0 0.0 0.1
0.0 0.0 0.0
0.0 0.0 0.0
0.1 0.0 0.0
0.1 -0.1 0.1
0.1 0.0 0.0
0.1 -0.1 0.1
-0.1 -0.1 0.0
0.0 0.2 0.0
0.0 0.0 0.0
0.0 0.0 0.0
-0.1 0.0 0.0
-0.2 -0.1 0.2
0.0 0.0 -0.1
-0.1 -0.1 0.1
-0.1 0.0 -0.1
0.0 -0.1 0.0
0.0 0.0 0.0
0.1 0.0 0.0
0.0 0.0 0.1
-0.1 -0.2 -0.2

Computed properties:
calculated total energy: -14494.9297 Eh
Kohn-Sham gap (spin up / spin down): 0.2365 / 0.2055 Eh
<S²>: 3.78
total charge: +1
HOMO level (spin up / spin down): -9.2 / -9.2 eV
spin multiplicity: 4

***

The following is a quantum chemistry calculation of the ion C4H11N2O2 with charge +1, from OMol25.

Last column: Mulliken spin population.
CARTESIAN COORDINATES (ANGSTROEM)
1 H -0.6381 -1.5032 -1.0663  -0.0096
2 H -0.4163 -0.9315 2.2455  -0.0111
3 C -1.1627 1.4221 -0.2407  -0.0002
4 H -1.8376 -0.0148 1.8600  0.0095
5 H 2.1976 0.6787 0.2323  -0.0167
6 H -1.3592 1.1434 -1.2229  0.0060
7 H -1.2453 -1.4210 0.7697  0.0038
8 O 0.5690 1.2685 1.5639  0.0027
9 C 0.7449 -0.4295 -0.3741  0.6062
10 H 0.7434 2.2372 1.4118  -0.0013
11 N 2.0180 -0.1003 -0.3031  0.5328
12 H 0.6992 -2.2280 -2.8483  -0.0141
13 H -1.0510 2.5275 -0.2134  -0.0070
14 O 1.2483 -2.0682 -1.9944  0.2801
15 H 2.7721 -0.6311 -0.7337  -0.0243
16 N 0.3065 -1.2368 -1.3026  0.6499
17 C -0.3028 0.5531 0.6816  -0.0287
18 H -2.2602 1.2266 0.0893  0.0009
19 C -1.0259 -0.4927 1.4454  0.0212

Atomic forces in eV per Å
-0.9 -1.0 -0.7
0.1 0.4 -0.2
-3.1 0.7 2.6
-2.4 0.3 1.0
1.0 2.0 1.6
0.9 -0.8 -2.1
-0.4 1.8 1.2
-0.1 0.2 -0.7
-1.2 3.2 5.4
-0.8 -1.4 -0.4
2.1 -1.1 -2.2
1.5 -0.2 1.6
0.4 -0.8 0.2
-2.3 -0.2 -0.9
-0.2 0.2 0.2
-0.6 -0.8 -3.3
3.0 -0.7 -2.3
1.6 0.8 0.1
1.5 -2.6 -1.0

Computed properties:
calculated total energy: -418.4725 Eh
Kohn-Sham gap (spin up / spin down): 0.2470 / 0.2378 Eh
<S²>: 2.01
total charge: +1
HOMO level (spin up / spin down): -10.0 / -14.6 eV
spin multiplicity: 3

***

The lowest calculated total energy belongs to which entry?
C26H44Br2N8PReSe3Te

***

The highest calculated total energy belongs to which entry?
C3H10N4

***

Which of these has the lowest calculated total energy?
C26H44Br2N8PReSe3Te